{"formula": "C46H50N2O7Se2W", "method": "ωB97M-V/def2-TZVPD", "symbols": ["W", "O", "C", "C", "C", "O", "C", "Se", "C", "Se", "H", "H", "H", "H", "H", "H", "H", "H", "H", "H", "C", "C", "C", "C", "C", "C", "C", "C", "C", "C", "C", "C", "N", "C", "C", "N", "C", "C", "C", "C", "C", "C", "C", "C", "C", "C", "C", "C", "C", "C", "C", "C", "C", "C", "C", "C", "C", "C", "H", "H", "H", "H", "H", "H", "H", "H", "H", "H", "H", "H", "H", "H", "H", "H", "H", "H", "H", "H", "H", "H", "H", "H", "H", "H", "H", "H", "H", "H", "H", "H", "H", "H", "H", "H", "H", "H", "H", "H", "O", "C", "C", "O", "C", "C", "O", "C", "O", "O"], "xyz": [[-0.41647, -0.78408, -0.07307], [-0.61631, 2.95366, -3.28441], [-1.01511, 2.01755, -4.25944], [-1.72219, 0.74743, -3.72981], [-2.63912, 0.24130, -4.86741], [-1.95663, -0.04878, -6.07234], [-2.65350, 1.09774, -2.55205], [-2.59696, 0.06831, -0.87762], [-0.72119, -0.37403, -3.44846], [0.62337, 0.14470, -2.12859], [0.11678, 2.57495, -2.78193], [-0.16411, 1.71503, -4.88140], [-1.71522, 2.56340, -4.89985], [-3.43574, 0.97508, -5.03805], [-3.10776, -0.69492, -4.55665], [-1.67718, 0.77451, -6.48405], [-3.68830, 0.88919, -2.82885], [-2.58409, 2.15141, -2.29098], [-0.18611, -0.61540, -4.36581], [-1.20893, -1.27733, -3.09054], [5.22181, 0.52947, 0.66743], [4.04339, 0.37532, -0.31025], [3.06325, 1.52140, -0.05610], [3.62222, -1.10847, -0.38307], [4.57585, -1.89461, -1.03402], [4.50194, -3.27282, -1.06990], [3.45845, -3.91649, -0.43206], [2.45058, -3.19555, 0.19382], [1.36178, -3.95041, 0.93302], [0.90831, -5.20545, 0.18395], [1.83383, -4.32392, 2.34275], [2.52995, -1.79645, 0.18207], [1.42747, -1.05932, 0.75610], [1.61050, -0.55280, 1.99718], [0.59290, 0.25277, 2.44902], [-0.46219, 0.40304, 1.60651], [-1.50822, 1.25818, 2.15844], [-2.50487, 0.71454, 2.96879], [-3.48165, 1.57876, 3.46468], [-3.43191, 2.93622, 3.22628], [-2.36634, 3.46615, 2.51566], [-1.38301, 2.64806, 1.97715], [-0.18361, 3.26611, 1.28258], [-0.44388, 3.44285, -0.20719], [0.24299, 4.59722, 1.89932], [-2.53943, -0.72816, 3.42715], [-2.30001, -0.81685, 4.93792], [-3.86124, -1.40316, 3.06166], [0.93419, 0.76505, 3.78858], [0.37573, 1.60301, 4.71454], [1.07097, 1.82416, 5.93494], [2.26842, 1.22190, 6.21977], [2.86961, 0.34805, 5.27378], [4.08876, -0.36699, 5.42284], [4.53012, -1.19123, 4.42007], [3.81810, -1.35586, 3.20173], [2.65242, -0.66352, 3.02870], [2.18678, 0.16450, 4.08247], [5.75045, 1.45918, 0.44982], [5.93276, -0.29306, 0.58548], [4.87655, 0.57970, 1.69935], [4.46044, 0.55879, -1.30548], [2.47821, 1.40559, 0.85202], [2.38868, 1.68704, -0.88921], [3.64781, 2.43685, 0.06144], [5.41386, -1.39548, -1.50675], [5.26261, -3.84481, -1.58457], [3.41574, -4.99791, -0.43491], [0.49755, -3.29737, 1.05548], [1.63204, -6.01574, 0.29240], [0.77311, -5.01966, -0.88216], [-0.03347, -5.56720, 0.60065], [2.74338, -4.92728, 2.29331], [1.06636, -4.91002, 2.85206], [2.04361, -3.44221, 2.94798], [-4.27857, 1.17157, 4.07384], [-4.19990, 3.58867, 3.62090], [-2.29836, 4.53811, 2.38664], [0.65514, 2.57933, 1.41286], [-1.32562, 4.06558, -0.37356], [-0.61876, 2.48709, -0.69476], [0.40734, 3.92895, -0.69071], [-0.47999, 5.38920, 1.69505], [1.19240, 4.90761, 1.46078], [0.37497, 4.52449, 2.98002], [-1.73792, -1.27084, 2.93444], [-3.05939, -0.25762, 5.48856], [-1.32101, -0.42797, 5.22104], [-2.35738, -1.85887, 5.25831], [-4.68059, -1.01565, 3.67184], [-3.80205, -2.47720, 3.23066], [-4.11664, -1.24987, 2.01312], [-0.57877, 2.08607, 4.54998], [0.62544, 2.48670, 6.66530], [2.75941, 1.40868, 7.16691], [4.66442, -0.26358, 6.33435], [5.45610, -1.73547, 4.55139], [4.21452, -2.00798, 2.43352], [-3.70076, -5.88299, -1.25576], [-3.03915, -4.92523, -1.00043], [-1.83399, -4.39568, -1.81721], [-1.41144, -4.83706, -2.85047], [-1.37156, -3.25287, -1.02222], [-2.12963, -3.01942, 0.08260], [-1.72495, -2.02061, 0.85003], [-3.20856, -4.00647, 0.24110], [-4.03462, -4.13686, 1.10123], [-0.35758, -2.43620, -1.21134]], "atomic_forces_ev_per_a": [[-0.244, 0.321, -1.190], [0.080, 0.018, 0.000], [-0.059, 0.044, -0.067], [-0.101, -0.101, -0.012], [-0.034, -0.108, 0.032], [0.076, 0.002, 0.025], [0.063, 0.079, 0.061], [-0.100, -0.052, 0.104], [0.037, 0.020, -0.045], [0.088, 0.214, 0.557], [-0.030, -0.003, 0.032], [-0.007, 0.002, 0.001], [-0.004, -0.007, 0.008], [0.021, 0.018, 0.007], [-0.022, 0.009, 0.005], [-0.038, -0.003, -0.035], [-0.013, 0.130, -0.054], [0.072, -0.018, 0.019], [0.012, 0.027, 0.017], [0.000, 0.008, -0.030], [0.032, -0.035, 0.009], [0.042, -0.022, -0.120], [-0.010, -0.093, -0.012], [-0.009, -0.054, 0.128], [-0.028, -0.058, 0.053], [0.007, 0.051, -0.013], [-0.018, -0.080, 0.009], [0.075, -0.053, -0.036], [-0.055, 0.005, 0.030], [0.002, -0.017, 0.000], [-0.019, -0.012, 0.005], [0.004, 0.277, -0.179], [-0.009, -0.171, 0.406], [0.174, -0.042, -0.042], [-0.184, 0.038, 0.162], [0.174, 0.121, 0.120], [0.154, 0.098, -0.070], [-0.057, 0.066, 0.053], [0.015, -0.002, 0.009], [0.005, -0.008, -0.013], [-0.064, 0.014, -0.084], [0.019, -0.107, 0.027], [0.015, -0.025, 0.090], [-0.012, 0.013, -0.065], [0.002, 0.019, 0.028], [0.009, -0.036, -0.043], [-0.004, -0.045, 0.016], [-0.022, -0.009, -0.004], [0.030, -0.014, -0.088], [0.001, 0.025, 0.035], [-0.005, -0.018, -0.029], [0.005, 0.005, -0.001], [0.017, 0.002, 0.041], [-0.014, 0.002, -0.011], [-0.006, 0.018, -0.013], [0.066, 0.028, -0.034], [-0.059, 0.064, -0.035], [0.006, 0.009, -0.010], [0.002, 0.007, 0.019], [-0.006, 0.016, 0.006], [-0.040, -0.026, 0.041], [-0.038, 0.032, -0.007], [-0.028, -0.067, 0.109], [-0.144, -0.038, -0.064], [-0.003, -0.003, -0.020], [0.003, -0.010, -0.008], [0.010, -0.001, -0.005], [0.003, 0.016, 0.000], [0.024, -0.017, -0.030], [0.005, 0.007, -0.012], [-0.018, 0.012, 0.003], [-0.002, -0.017, 0.012], [0.004, -0.005, -0.001], [-0.004, 0.003, 0.009], [0.007, 0.010, -0.002], [-0.005, -0.005, -0.002], [-0.002, 0.005, 0.013], [0.010, -0.007, -0.006], [0.010, -0.013, -0.098], [0.006, 0.038, 0.003], [-0.035, -0.046, 0.008], [-0.003, -0.022, -0.025], [0.013, 0.000, -0.001], [0.013, 0.014, 0.005], [-0.009, -0.025, 0.008], [0.012, -0.003, -0.007], [-0.003, -0.005, 0.012], [-0.020, -0.001, -0.018], [0.008, -0.003, 0.007], [-0.005, 0.024, -0.015], [0.001, -0.026, 0.005], [0.019, 0.004, -0.011], [-0.001, 0.010, -0.006], [-0.006, 0.005, 0.005], [0.004, 0.000, 0.004], [0.001, -0.001, 0.007], [0.006, -0.006, 0.002], [-0.009, -0.007, -0.003], [-0.006, 0.009, -0.014], [0.000, 0.023, 0.007], [-0.022, 0.004, 0.071], [0.011, -0.017, -0.005], [0.086, -0.051, 0.024], [0.046, 0.027, 0.135], [-0.097, -0.146, 0.303], [0.059, -0.050, -0.048], [0.005, 0.031, 0.038], [0.062, -0.232, -0.196]], "total_energy_ev": -198346.1613, "gap_ev": [5.56, 5.56], "homo_ha": [-0.2828, -0.2828], "e_above_lowest_ev": 0.0000, "charge": 0, "e_lumo_ev": [-2.13, -2.13]}